Formula: C28H83AsF6N7O10
Source: the Open Molecules 2025 dataset
Level of theory: wB97M-V/def2-TZVPD

```
135
Properties=species:S:1:pos:R:3
As 8.234 -6.208 -7.868
F 6.968 -5.992 -6.609
F 8.962 -7.561 -6.824
F 9.591 -6.323 -9.072
F 7.439 -4.909 -8.788
F 9.158 -4.962 -6.950
F 7.166 -7.395 -8.679
O 4.623 -7.091 -8.470
H 4.227 -7.101 -9.342
H 5.534 -7.347 -8.617
O 6.415 -3.879 -5.377
H 6.557 -4.708 -5.835
H 6.658 -3.208 -6.015
O 9.869 -3.998 -4.324
H 9.696 -4.511 -5.113
H 10.709 -3.571 -4.495
C 14.449 -2.338 -4.959
C 13.212 -2.170 -5.818
C 12.822 -3.418 -6.679
O 12.509 -4.454 -5.809
C 12.514 -5.771 -6.370
N 12.110 -1.766 -4.927
H 14.647 -1.465 -4.337
H 15.287 -2.536 -5.627
H 14.361 -3.199 -4.297
H 13.524 -1.418 -6.543
H 13.661 -3.740 -7.296
H 11.997 -3.248 -7.370
H 13.521 -6.157 -6.528
H 11.880 -5.822 -7.255
H 12.024 -6.407 -5.633
H 11.323 -1.305 -5.361
H 12.445 -1.004 -4.355
C 9.596 -1.410 -8.121
C 8.695 -1.851 -6.916
C 8.445 -0.760 -5.854
O 9.714 -0.259 -5.454
C 9.618 0.827 -4.514
N 7.421 -2.351 -7.476
H 9.681 -2.195 -8.873
H 10.558 -1.063 -7.744
H 9.162 -0.559 -8.646
H 9.200 -2.670 -6.402
H 7.897 -1.101 -4.975
H 7.941 0.062 -6.362
H 9.288 0.432 -3.554
H 8.926 1.591 -4.869
H 10.547 1.390 -4.426
H 7.583 -2.956 -8.268
H 6.832 -1.589 -7.782
C 9.531 -6.685 -12.852
C 10.132 -7.988 -12.310
C 11.638 -7.869 -11.835
O 12.222 -9.096 -11.386
C 12.711 -9.850 -12.498
N 9.375 -8.406 -11.186
H 10.229 -6.186 -13.525
H 9.201 -5.954 -12.115
H 8.589 -6.821 -13.382
H 10.114 -8.849 -12.977
H 11.638 -7.072 -11.091
H 12.318 -7.393 -12.542
H 12.614 -10.854 -12.084
H 13.763 -9.728 -12.754
H 12.122 -9.841 -13.416
H 9.471 -7.625 -10.554
H 9.757 -9.203 -10.696
C 4.099 -12.432 -6.454
C 5.417 -13.087 -6.739
C 6.557 -12.131 -7.168
O 6.393 -11.648 -8.517
C 7.261 -10.610 -8.888
N 5.920 -13.966 -5.665
H 4.263 -11.643 -5.720
H 3.269 -13.097 -6.217
H 3.836 -11.925 -7.382
H 5.335 -13.731 -7.614
H 7.483 -12.687 -7.316
H 6.651 -11.313 -6.454
H 8.313 -10.891 -8.838
H 7.022 -9.660 -8.411
H 7.116 -10.325 -9.930
H 5.866 -13.487 -4.777
H 5.359 -14.802 -5.590
C 7.061 -9.071 -3.334
C 5.613 -9.047 -3.974
C 4.384 -9.080 -3.047
O 4.391 -10.420 -2.446
C 3.376 -10.539 -1.465
N 5.520 -7.900 -4.825
H 7.404 -10.097 -3.198
H 7.111 -8.613 -2.347
H 7.808 -8.627 -3.993
H 5.678 -9.912 -4.633
H 3.398 -8.924 -3.484
H 4.578 -8.412 -2.208
H 3.470 -11.538 -1.038
H 2.406 -10.591 -1.960
H 3.356 -9.749 -0.715
H 6.361 -7.823 -5.379
H 4.719 -7.956 -5.437
C 7.952 -2.271 -11.187
C 7.358 -0.831 -11.154
C 7.642 -0.010 -12.392
O 7.135 1.337 -12.295
C 7.187 2.190 -13.468
N 5.917 -1.079 -11.209
H 7.616 -2.780 -10.284
H 9.031 -2.286 -11.031
H 7.662 -2.856 -12.060
H 7.488 -0.236 -10.250
H 7.299 -0.505 -13.300
H 8.718 0.166 -12.398
H 8.247 2.285 -13.705
H 6.802 3.166 -13.173
H 6.637 1.718 -14.282
H 5.630 -1.439 -12.108
H 5.298 -0.306 -11.013
C 12.762 -9.298 -5.561
C 11.830 -9.933 -6.524
C 10.484 -10.525 -6.009
O 10.724 -11.516 -4.970
C 11.422 -12.648 -5.431
N 11.549 -8.932 -7.563
H 13.643 -8.859 -6.030
H 13.125 -9.914 -4.739
H 12.312 -8.450 -5.045
H 12.311 -10.668 -7.171
H 9.884 -10.913 -6.831
H 10.005 -9.602 -5.681
H 10.923 -12.935 -6.357
H 11.452 -13.415 -4.658
H 12.452 -12.386 -5.675
H 10.637 -8.553 -7.351
H 11.308 -9.373 -8.439
```

Calculated values
E_HOMO (spin up / spin down) in Ha: -0.2896 / -0.2896
Multiplicity: 2
<S²>: 0.76

Mulliken population analysis, charges in e, atoms 1 to 99: number 1, As, carries 2.1165; number 2, F, carries -0.4073; number 3, F, carries -0.4920; number 4, F, carries -0.6178; number 5, F, carries -0.5291; number 6, F, carries -0.1819; number 7, F, carries -0.5130; number 8, O, carries -0.6204; number 9, H, carries 0.2783; number 10, H, carries 0.3394; number 11, O, carries -0.8372; number 12, H, carries 0.3911; number 13, H, carries 0.4512; number 14, O, carries -0.7116; number 15, H, carries 0.1110; number 16, H, carries 0.3585; number 17, C, carries -1.6606; number 18, C, carries 0.6758; number 19, C, carries -0.4487; number 20, O, carries -0.3368; number 21, C, carries -0.7638; number 22, N, carries -0.4175; number 23, H, carries 0.4326; number 24, H, carries 0.3981; number 25, H, carries 0.3189; number 26, H, carries 0.2910; number 27, H, carries 0.5604; number 28, H, carries 0.0637; number 29, H, carries 0.4528; number 30, H, carries 0.1687; number 31, H, carries 0.1151; number 32, H, carries -0.0605; number 33, H, carries 0.3208; number 34, C, carries -1.2218; number 35, C, carries 2.2723; number 36, C, carries -0.9931; number 37, O, carries -0.3650; number 38, C, carries -1.0068; number 39, N, carries -0.3760; number 40, H, carries 0.1553; number 41, H, carries 0.2824; number 42, H, carries 0.2449; number 43, H, carries -0.9957; number 44, H, carries 0.4897; number 45, H, carries 0.4577; number 46, H, carries 0.3495; number 47, H, carries 0.3529; number 48, H, carries 0.2970; number 49, H, carries -0.4506; number 50, H, carries 0.3385; number 51, C, carries -1.3781; number 52, C, carries 0.4255; number 53, C, carries -0.6574; number 54, O, carries -0.2159; number 55, C, carries -0.7653; number 56, N, carries 0.0447; number 57, H, carries 0.3970; number 58, H, carries 0.2707; number 59, H, carries 0.3730; number 60, H, carries 0.4926; number 61, H, carries 0.3467; number 62, H, carries 0.3811; number 63, H, carries 0.2888; number 64, H, carries 0.2977; number 65, H, carries 0.3496; number 66, H, carries 0.0432; number 67, H, carries 0.3243; number 68, C, carries -1.1027; number 69, C, carries 0.2489; number 70, C, carries -0.2238; number 71, O, carries -0.4723; number 72, C, carries -0.6226; number 73, N, carries -0.6751; number 74, H, carries 0.0596; number 75, H, carries 0.3716; number 76, H, carries 0.3540; number 77, H, carries 0.3204; number 78, H, carries 0.2466; number 79, H, carries 0.1194; number 80, H, carries 0.2012; number 81, H, carries 0.2902; number 82, H, carries 0.3279; number 83, H, carries 0.2442; number 84, H, carries 0.2712; number 85, C, carries -1.4561; number 86, C, carries 1.8062; number 87, C, carries -0.7439; number 88, O, carries -0.3106; number 89, C, carries -0.7965; number 90, N, carries -0.5357; number 91, H, carries 0.3961; number 92, H, carries 0.3360; number 93, H, carries 0.3009; number 94, H, carries -1.0069; number 95, H, carries 0.3970; number 96, H, carries 0.4057; number 97, H, carries 0.2427; number 98, H, carries 0.3255; number 99, H, carries 0.2958

Formula: C28H83N5O11
Source: the Open Molecules 2025 dataset
Level of theory: wB97M-V/def2-TZVPD

```
127
Properties=species:S:1:pos:R:3
C 0.154 3.709 0.714
O -0.430 4.976 0.322
C -1.792 5.188 0.708
C -2.511 6.196 -0.226
C -1.791 7.560 -0.413
N -3.843 6.480 0.247
H 0.075 3.388 1.753
H 1.207 3.716 0.432
H -0.393 2.945 0.163
H -2.362 4.287 0.934
H -1.714 5.674 1.681
H -2.625 5.753 -1.215
H -2.367 8.235 -1.045
H -0.801 7.461 -0.860
H -1.627 8.114 0.512
H -4.529 5.860 -0.160
H -3.962 6.359 1.243
C 3.882 -2.352 1.910
O 3.941 -3.282 0.824
C 2.669 -3.802 0.467
C 2.834 -5.146 -0.301
C 3.697 -4.964 -1.541
N 1.535 -5.675 -0.720
H 3.308 -2.594 2.804
H 3.508 -1.404 1.523
H 4.920 -2.200 2.208
H 2.038 -3.881 1.353
H 2.164 -3.054 -0.144
H 3.269 -5.884 0.373
H 3.701 -5.906 -2.088
H 4.747 -4.805 -1.294
H 3.410 -4.087 -2.122
H 1.152 -5.950 0.173
H 1.540 -6.470 -1.343
C -2.289 -3.113 1.609
O -2.929 -2.103 2.324
C -4.201 -2.522 2.735
C -4.886 -1.293 3.332
C -4.239 -0.605 4.559
N -6.257 -1.546 3.655
H -2.576 -3.156 0.558
H -2.436 -4.100 2.046
H -1.205 -3.039 1.686
H -4.710 -2.894 1.846
H -4.126 -3.321 3.472
H -4.814 -0.590 2.501
H -4.167 -1.351 5.351
H -4.774 0.273 4.922
H -3.243 -0.253 4.292
H -6.749 -1.941 2.866
H -6.437 -2.178 4.422
C 4.385 3.633 -1.145
O 4.466 2.298 -1.693
C 4.952 1.322 -0.770
C 5.107 -0.020 -1.565
C 3.820 -0.721 -1.866
N 5.919 -0.947 -0.874
H 5.373 3.859 -0.744
H 3.620 3.776 -0.382
H 4.187 4.335 -1.955
H 5.929 1.722 -0.498
H 4.392 1.244 0.162
H 5.631 0.253 -2.481
H 4.001 -1.624 -2.450
H 3.173 0.023 -2.332
H 3.235 -1.049 -1.007
H 5.359 -1.405 -0.169
H 5.961 -1.608 -1.637
C 1.462 0.837 3.212
O 1.766 -0.460 3.703
C 0.757 -1.463 3.595
C -0.124 -1.409 4.860
C 0.609 -1.701 6.171
N -1.262 -2.337 4.788
H 0.711 1.326 3.832
H 1.157 0.842 2.166
H 2.378 1.414 3.339
H 0.078 -1.246 2.770
H 1.168 -2.469 3.513
H -0.502 -0.387 4.840
H -0.088 -1.700 7.009
H 1.376 -0.948 6.350
H 1.067 -2.690 6.145
H -1.938 -2.254 4.042
H -1.795 -2.189 5.633
C -0.458 0.269 -1.461
C -1.009 -1.151 -1.430
O -1.120 -1.470 -2.842
H -0.219 0.594 -0.448
H -1.258 0.917 -1.820
H 0.480 0.323 -2.014
H -2.030 -1.295 -1.074
H -0.364 -1.878 -0.935
H -0.498 -2.196 -2.934
C -1.088 4.629 -3.043
C -0.395 3.652 -4.009
O 0.919 4.235 -4.166
H -2.168 4.504 -2.959
H -0.812 5.654 -3.289
H -0.658 4.399 -2.068
H -0.858 3.715 -4.993
H -0.226 2.626 -3.680
H 0.897 5.051 -4.670
C 1.195 -0.880 -5.065
O 2.068 -0.078 -5.822
H 1.235 -1.914 -5.408
H 1.491 -1.045 -4.029
H 0.170 -0.512 -5.023
H 2.403 0.672 -5.326
C -3.130 1.033 1.135
O -2.100 0.123 1.540
H -2.793 1.792 0.429
H -3.980 0.473 0.747
H -3.513 1.485 2.050
H -2.561 -0.622 1.932
C 0.116 -4.486 -3.772
O 0.499 -3.806 -2.572
H 0.210 -3.864 -4.663
H 0.794 -5.332 -3.888
H -0.903 -4.872 -3.739
H 0.799 -4.488 -1.967
C -3.647 1.047 -3.650
O -3.146 0.042 -4.436
H -3.529 0.781 -2.600
H -3.016 1.902 -3.890
H -4.688 1.324 -3.817
H -2.409 -0.325 -3.943
```

Calculated values
Energy relative to the best compared isomer or geometry (same formula, charge and spin) in kJ/mol: 248.21
E_HOMO in Ha: -0.3363
Multiplicity: 1
SMILES string: COC[C@H](C)N.COC[C@H](C)N.COC[C@H](C)N.COC[C@H](C)N.COC[C@H](C)N.CCO.CCO.CO.CO.CO.CO

Mulliken population analysis, charges in e, atoms 1 to 99: number 1, C, carries -0.1594; number 2, O, carries -0.4337; number 3, C, carries -0.6360; number 4, C, carries 1.1914; number 5, C, carries -1.4904; number 6, N, carries -0.6906; number 7, H, carries 0.4607; number 8, H, carries -0.0652; number 9, H, carries 0.0514; number 10, H, carries 0.2809; number 11, H, carries 0.3615; number 12, H, carries -0.2624; number 13, H, carries 0.3903; number 14, H, carries 0.2826; number 15, H, carries 0.3519; number 16, H, carries 0.2512; number 17, H, carries 0.2496; number 18, C, carries -0.8217; number 19, O, carries -0.4351; number 20, C, carries 0.3981; number 21, C, carries 0.1793; number 22, C, carries -1.3988; number 23, N, carries -0.6552; number 24, H, carries 0.4220; number 25, H, carries 0.2738; number 26, H, carries 0.3653; number 27, H, carries 0.2072; number 28, H, carries -0.3178; number 29, H, carries 0.4002; number 30, H, carries 0.4692; number 31, H, carries 0.3758; number 32, H, carries 0.1473; number 33, H, carries 0.2447; number 34, H, carries 0.2303; number 35, C, carries -0.7762; number 36, O, carries -0.1878; number 37, C, carries -0.8759; number 38, C, carries 1.0235; number 39, C, carries -1.0193; number 40, N, carries -0.6726; number 41, H, carries 0.3175; number 42, H, carries 0.4274; number 43, H, carries -0.0145; number 44, H, carries 0.3721; number 45, H, carries 0.3155; number 46, H, carries -0.3191; number 47, H, carries 0.3624; number 48, H, carries 0.3331; number 49, H, carries 0.0713; number 50, H, carries 0.2569; number 51, H, carries 0.2583; number 52, C, carries -0.7786; number 53, O, carries -0.2400; number 54, C, carries -1.0647; number 55, C, carries 0.4914; number 56, C, carries -0.9305; number 57, N, carries -0.8103; number 58, H, carries 0.3809; number 59, H, carries 0.2269; number 60, H, carries 0.2355; number 61, H, carries 0.4533; number 62, H, carries 0.3021; number 63, H, carries 0.3518; number 64, H, carries 0.3734; number 65, H, carries 0.3151; number 66, H, carries -0.0340; number 67, H, carries 0.2757; number 68, H, carries 0.3751; number 69, C, carries -0.6090; number 70, O, carries -0.4488; number 71, C, carries -0.2166; number 72, C, carries 0.5828; number 73, C, carries -1.5781; number 74, N, carries -0.6834; number 75, H, carries 0.3830; number 76, H, carries 0.0203; number 77, H, carries 0.4526; number 78, H, carries -0.2941; number 79, H, carries 0.4605; number 80, H, carries 0.2442; number 81, H, carries 0.4808; number 82, H, carries 0.3069; number 83, H, carries 0.3165; number 84, H, carries 0.0880; number 85, H, carries 0.3375; number 86, C, carries 0.6257; number 87, C, carries 0.3352; number 88, O, carries -0.2916; number 89, H, carries -0.3670; number 90, H, carries -0.0841; number 91, H, carries -0.1456; number 92, H, carries -0.0861; number 93, H, carries -0.0901; number 94, H, carries 0.0794; number 95, C, carries -1.0022; number 96, C, carries -0.0737; number 97, O, carries -0.5670; number 98, H, carries 0.3495; number 99, H, carries 0.2968